164
Properties=species:S:1:pos:R:3:forces:R:3 method="wB97M-V/def2-TZVPD" homo_ev=-9.15 multiplicity=1 charge=0 homo_lumo_gap_ev=9.756
C 12.58437 26.60402 -1.15864 -1.55 -0.49 -0.71
C 12.66635 26.03988 0.25399 1.18 0.01 -0.28
C 11.75157 24.78089 0.25295 0.62 0.64 0.10
O 11.22850 24.66750 -1.07996 0.01 0.30 0.43
C 12.17429 25.33540 -1.92877 -0.24 0.57 0.32
H 13.42412 27.10949 -1.63553 0.35 -0.21 0.53
H 11.75242 27.30644 -1.20917 -0.12 0.07 -0.16
H 12.44359 26.78990 1.01290 -0.07 -0.25 0.05
H 13.71988 25.77205 0.33425 0.03 -0.32 0.67
H 11.02456 24.86857 1.06033 -0.77 0.11 -0.63
H 12.28071 23.86548 0.51779 0.46 -0.10 -0.23
H 11.70883 25.57064 -2.88591 -0.08 -0.25 0.03
H 13.03551 24.68540 -2.08338 0.23 -0.11 -0.17
C 12.67649 21.33717 -3.03869 1.52 -1.97 1.10
C 11.43973 22.04659 -3.40309 -1.30 0.40 -0.85
C 11.85886 22.76439 -4.66503 0.49 -0.10 0.89
O 13.25471 23.08759 -4.38548 -0.12 1.21 -0.77
C 13.86411 22.22027 -3.42328 -1.68 -0.06 0.17
H 12.85216 20.40879 -3.58216 -0.64 -0.26 -0.13
H 12.63696 21.06609 -1.98368 0.37 -0.03 0.09
H 11.10608 22.76116 -2.65064 0.27 0.06 0.11
H 10.59148 21.38680 -3.58547 0.05 -0.17 0.00
H 11.22733 23.63683 -4.83269 0.58 0.45 -0.02
H 11.76447 22.13922 -5.55292 0.21 -0.19 -0.04
H 14.21914 22.70110 -2.51178 0.15 0.83 -0.24
H 14.70365 21.70020 -3.88458 -0.06 -0.19 0.00
C 20.59619 30.40114 2.07723 0.49 0.80 0.32
C 19.50862 29.80859 1.22153 -0.69 -0.74 0.48
C 20.22528 29.43084 -0.07801 0.08 1.42 0.67
O 21.61258 29.55393 0.25049 0.82 -0.88 -0.66
C 21.81210 29.58074 1.65525 -0.60 0.38 -0.33
H 20.36613 30.48525 3.13935 0.01 -0.41 0.04
H 20.79757 31.42078 1.74877 0.07 0.19 -0.04
H 18.62440 30.43235 1.09050 0.21 0.13 -0.09
H 19.16487 28.92009 1.75116 -0.19 -0.23 -0.18
H 20.08906 30.23146 -0.80502 -0.42 -0.34 -0.37
H 19.91265 28.46573 -0.47667 0.36 -0.15 -0.03
H 22.76682 30.07093 1.84585 -0.03 -0.04 0.00
H 21.84395 28.56304 2.04430 -0.13 -0.13 0.29
C 17.61530 24.00943 -2.68881 -0.36 -0.99 0.78
C 18.28395 25.05364 -3.56121 1.13 -0.15 0.35
C 18.33008 26.24651 -2.61023 -0.75 -0.12 -0.12
O 17.07097 26.14065 -1.97569 -1.60 1.32 0.42
C 16.80237 24.78080 -1.63556 0.64 0.90 -0.51
H 18.38290 23.43431 -2.17100 -0.03 -0.27 -0.09
H 16.95380 23.32527 -3.22026 0.20 -0.12 -0.16
H 17.74979 25.22860 -4.49511 -0.04 0.35 0.18
H 19.29736 24.72899 -3.79725 0.04 -0.03 -0.29
H 18.41023 27.21465 -3.10457 -0.18 0.04 -0.03
H 19.05821 26.22587 -1.79936 0.75 -0.44 -0.38
H 15.72849 24.59891 -1.67793 -0.11 0.13 -0.13
H 17.10932 24.66349 -0.59627 0.22 -0.58 -0.03
C 17.14887 30.30238 -2.22367 0.18 -0.35 0.14
C 16.63766 29.93017 -0.84265 0.70 -0.31 0.81
C 15.22222 29.47646 -1.10052 0.72 0.45 -0.55
O 14.81590 30.33445 -2.14948 -1.42 0.08 -0.14
C 15.90304 30.81494 -2.90468 0.40 0.01 0.01
H 17.44655 29.40460 -2.76541 0.34 -0.16 0.17
H 17.98715 30.99901 -2.23388 -0.06 -0.02 0.08
H 16.64494 30.78304 -0.16393 0.04 0.09 0.02
H 17.23441 29.12770 -0.40904 0.06 0.06 0.20
H 14.53915 29.59116 -0.25888 0.03 -0.13 -0.06
H 15.27442 28.44606 -1.45219 -0.34 -0.34 0.06
H 15.87705 31.90444 -2.88451 -0.19 0.08 -0.38
H 15.89385 30.38105 -3.90455 -0.49 0.51 -0.26
N 17.53632 18.81973 -2.99929 -0.09 0.92 -0.92
C 16.46617 18.76170 -3.82429 -0.09 0.68 -0.06
C 16.24668 19.59311 -4.93900 0.87 -0.34 1.23
C 17.21352 20.55602 -5.16110 -0.42 0.04 -1.09
C 18.27940 20.70890 -4.31606 0.67 -0.64 0.78
C 18.44220 19.79589 -3.26444 -1.46 0.09 -0.12
H 15.65326 18.11136 -3.53683 0.18 -0.53 0.11
H 15.36297 19.53868 -5.55746 -0.03 -0.22 0.01
H 17.13749 21.16996 -6.04636 -0.06 0.27 0.06
H 18.98152 21.51234 -4.48310 0.20 -0.03 0.07
H 19.21451 19.94683 -2.52475 0.32 -0.26 -0.08
N 21.25156 24.80856 -0.76490 -0.04 0.51 0.85
C 20.58579 23.85638 -0.10768 0.50 -0.46 -1.22
C 20.79817 22.48835 -0.40703 0.56 1.06 0.90
C 21.82165 22.19735 -1.28658 0.34 0.62 -0.39
C 22.59962 23.21207 -1.89231 -1.16 -0.77 0.57
C 22.26405 24.53365 -1.57698 -0.33 -1.11 -0.71
H 19.87692 24.28051 0.58804 -0.34 -0.62 0.19
H 20.37092 21.66040 0.13918 -0.56 0.26 0.02
H 22.00707 21.15171 -1.48316 0.26 -0.06 -0.22
H 23.33067 22.85929 -2.60471 0.34 0.58 -0.01
H 22.71476 25.39301 -2.05107 0.29 0.03 -0.03
N 18.87358 26.17089 -7.09166 0.64 0.55 -0.03
C 17.77156 26.87656 -6.76439 1.29 0.10 -0.54
C 17.71633 28.24427 -6.95826 -0.36 -0.05 -0.16
C 18.81498 28.91324 -7.52047 -1.37 0.59 0.92
C 19.96827 28.24955 -7.74006 0.83 -1.89 -0.04
C 19.95806 26.84522 -7.52695 -1.00 0.28 0.03
H 16.95599 26.29237 -6.36442 -0.27 0.16 0.04
H 16.79345 28.73583 -6.68797 -0.01 0.33 -0.08
H 18.81008 29.97706 -7.70669 -0.35 0.14 0.05
H 20.83470 28.80850 -8.06143 0.22 -0.34 -0.15
H 20.80640 26.21743 -7.75631 0.25 0.08 0.01
N 14.23673 28.70609 -4.90659 -0.95 -0.76 -0.58
C 14.70485 27.59806 -4.28295 -0.89 -0.17 -1.21
C 14.26802 26.31010 -4.61130 -0.61 0.16 -0.83
C 13.26981 26.13559 -5.61890 1.16 0.24 1.50
C 12.71621 27.26543 -6.15607 0.20 1.07 -0.22
C 13.23033 28.53205 -5.80859 0.89 -0.76 1.23
H 15.45386 27.72805 -3.51582 0.16 0.10 0.05
H 14.69484 25.46039 -4.09923 0.00 -0.14 0.02
H 12.90605 25.16825 -5.93246 0.21 -0.18 0.22
H 11.90876 27.16367 -6.86605 -0.05 0.23 -0.12
H 12.79993 29.43747 -6.21029 0.07 0.08 -0.17
N 22.06234 20.93467 -7.05187 -0.59 0.33 -1.06
C 22.06268 22.00873 -6.27044 -0.67 0.00 0.48
C 21.05941 22.98344 -6.25136 -0.35 -0.49 -1.87
C 20.08161 22.87731 -7.26835 0.26 -0.35 0.03
C 20.11948 21.82327 -8.19897 0.85 -0.53 0.93
C 21.11364 20.85486 -8.03011 1.06 0.66 1.25
H 22.87768 22.08238 -5.56563 0.17 -0.07 0.15
H 21.11664 23.84145 -5.59796 -0.14 -0.04 0.12
H 19.29166 23.60414 -7.38710 0.10 0.30 0.26
H 19.40422 21.69036 -8.99717 -0.14 0.28 0.02
H 21.29444 20.00349 -8.66956 -0.55 -0.06 -0.25
N 17.61095 22.23378 0.76666 -0.95 -0.45 -0.25
C 16.51518 22.87269 1.22425 -0.68 -0.78 -0.41
C 15.17857 22.47514 0.91830 2.57 -0.14 0.40
C 15.08397 21.34993 0.09134 -2.81 0.93 0.32
C 16.13537 20.73231 -0.46490 2.59 -0.27 0.60
C 17.38854 21.18181 -0.02975 0.20 0.21 -0.50
H 16.76726 23.68446 1.89050 -0.42 0.28 0.09
H 14.36463 22.97117 1.42610 -0.20 -0.09 -0.28
H 14.12561 20.92197 -0.16319 -0.46 0.25 0.19
H 16.08457 19.83874 -1.06933 -0.16 0.10 -0.13
H 18.25895 20.65217 -0.38789 0.28 0.00 0.03
N 21.98503 28.80734 -3.30418 -1.69 0.41 -0.62
C 22.37263 29.90159 -2.61767 -0.69 -0.47 -0.44
C 21.69594 31.11132 -2.68101 -1.19 -0.63 -0.32
C 20.58914 31.19876 -3.54760 0.72 1.07 0.98
C 20.13464 30.11631 -4.24881 1.07 -1.13 -0.04
C 20.82633 28.90667 -4.05239 1.85 1.24 0.08
H 23.23402 29.80632 -1.97321 0.09 -0.19 -0.03
H 21.89092 31.89111 -1.95968 0.38 0.25 -0.30
H 20.10839 32.16032 -3.65095 -0.17 0.12 -0.02
H 19.39672 30.21256 -5.03151 -0.33 -0.16 0.24
H 20.58060 28.09621 -4.72260 -0.01 -0.56 0.37
N 14.23449 21.95782 -8.59913 1.21 0.70 -0.83
C 15.32729 22.31857 -9.34033 -0.38 0.49 1.26
C 16.40777 23.04776 -8.81565 -0.99 -0.83 0.82
C 16.37649 23.32267 -7.44280 -0.75 0.13 0.31
C 15.26015 22.97997 -6.65493 -0.28 -0.35 -1.47
C 14.18851 22.33233 -7.31467 1.21 -0.27 -0.44
H 15.33174 22.06681 -10.39057 -0.21 -0.25 -0.06
H 17.27010 23.31423 -9.40876 -0.06 0.06 -0.14
H 17.20359 23.84960 -6.99043 0.14 0.04 0.10
H 15.16590 23.16541 -5.59515 0.21 0.24 -0.10
H 13.28956 21.99458 -6.82048 0.08 0.25 0.34
N 15.41409 27.69466 2.33410 -0.25 -0.16 0.47
C 15.95658 27.84723 3.57446 1.11 -1.08 -1.51
C 17.25678 27.39693 3.89261 -0.62 -0.51 -1.49
C 17.95959 26.70790 2.87055 -0.82 0.88 1.08
C 17.36643 26.59845 1.62219 0.80 -1.02 -0.26
C 16.09514 27.03957 1.36099 0.22 1.82 1.96
H 15.38021 28.28424 4.37648 -0.40 0.31 -0.31
H 17.63744 27.56865 4.88860 0.20 -0.15 -0.02
H 18.93406 26.28267 3.06027 0.14 0.07 -0.05
H 17.88586 26.10754 0.81249 0.28 -0.07 -0.05
H 15.75041 27.03047 0.33753 -0.58 -0.12 0.06